C4H11N3 | ωB97M-V/def2-TZVPD

Results
HOMO energy	-8.78	eV
net charge	0
ΔE to the lowest compared entry with this formula, charge and spin	178.4	kJ/mol
frontier orbital gap	9.808	eV

Element x y z (Å)
N1 0.800 3.075 0.139
C1 1.153 1.735 0.200
N2 0.376 0.885 -0.353
C2 0.815 -0.495 -0.457
C3 -0.381 -1.419 -0.804
C4 -1.652 -1.176 0.027
N3 -1.396 -1.185 1.469
H1 1.604 3.618 0.424
H2 0.362 3.386 -0.700
H3 2.150 1.345 0.420
H4 1.512 -0.580 -1.308
H5 1.392 -0.792 0.428
H6 -0.026 -2.451 -0.672
H7 -0.434 -1.335 -1.894
H8 -2.546 -1.701 -0.271
H9 -1.894 -0.122 -0.197
H10 -1.319 -2.085 1.927
H11 -0.516 -0.703 1.620

C4H11N3 | ωB97M-V/def2-TZVPD

Results
HOMO energy (spin up / spin down)	-16.93 / -16.93	eV
net charge	+2
ΔE to the lowest compared entry with this formula, charge and spin	360.1	kJ/mol
frontier orbital gap (spin up / spin down)	7.751 / 7.752	eV

Element x y z (Å)
C1 0.025 -0.179 -1.163
C2 -1.151 -0.387 -1.360
C3 -0.324 0.756 2.183
C4 1.306 0.327 -0.829
N1 2.395 -0.198 -1.254
N2 -2.480 -0.709 -1.716
N3 0.806 0.146 1.629
H1 -0.469 0.508 3.236
H2 -0.291 1.793 2.044
H3 -1.212 0.345 1.629
H4 1.249 1.198 -0.229
H5 3.250 0.074 -0.734
H6 2.588 -1.044 -1.775
H7 -2.432 -1.435 -2.437
H8 -2.918 0.141 -2.185
H9 -2.957 -1.220 -0.777
H10 1.029 -0.839 1.979
H11 1.586 0.723 1.759